# 1
CH4ClN2P | ωB97M-V with the def2-TZVPD basis set

```
9
Properties=species:S:1:pos:R:3:lowdin_charge:R:1
C -0.60 1.52 -0.75 -0.1161
N -0.41 0.16 -0.11 -0.1759
N 0.75 -0.10 0.16 -0.1565
P 1.10 -1.85 1.58 0.4093
Cl 1.23 -3.43 0.29 0.0166
H -1.60 2.01 -0.63 0.0787
H -0.44 1.35 -1.79 0.0454
H 0.26 2.20 -0.48 0.0760
H -0.28 -1.85 1.75 -0.1774
```

Lowest unoccupied orbital energy (spin up / spin down) (eV): -0.2460 / -0.2465
Highest occupied orbital energy (spin up / spin down) (eV): -8.0 / -8.0
Orbital gap (spin up / spin down) (Eh): 0.28577 / 0.28587


# 2
C5H8O | ωB97M-V with the def2-TZVPD basis set

```
14
Properties=species:S:1:pos:R:3:lowdin_charge:R:1
O -0.08 -1.94 0.24 -0.0713
C -1.12 -0.98 0.29 -0.2496
C -0.63 0.45 0.05 -0.2846
C 0.57 0.80 0.91 -0.0698
C 1.42 0.82 -0.12 -0.0689
C 0.35 0.58 -1.16 -0.1293
H 0.66 -1.56 0.74 0.0788
H -1.84 -1.27 -0.49 0.1213
H -1.64 -1.02 1.26 0.1163
H -1.47 1.15 0.07 0.1386
H 0.69 0.93 1.99 0.1052
H 2.50 0.94 -0.20 0.0976
H 0.44 -0.33 -1.77 0.1094
H 0.15 1.44 -1.81 0.1063
```

Lowest unoccupied orbital energy (eV): 1.0830
SMILES: OC[C@H]1C=CC1
Highest occupied orbital energy (eV): -9.7
Orbital gap (Eh): 0.39790


# 3
C3H10N2O2 | ωB97M-V with the def2-TZVPD basis set

```
17
Properties=species:S:1:pos:R:3:lowdin_charge:R:1
C -0.23 -1.15 0.85 -0.1559
N 0.31 0.16 0.63 0.2425
C -0.42 1.20 0.05 -0.4552
N -1.80 1.21 0.21 0.2150
O 0.13 2.23 -0.35 0.1913
C -0.40 -1.93 -0.49 0.0066
H -1.14 -1.08 1.45 0.1406
H 0.47 -1.69 1.50 0.1457
H 1.32 0.30 0.73 0.1724
H -2.28 1.72 -0.51 0.1345
H -2.23 0.30 0.32 0.0999
H 0.45 -1.73 -1.13 0.0971
H -1.33 -1.57 -0.93 0.0814
H -0.44 -2.98 -0.22 0.1021
H 1.97 1.34 -0.24 -0.0540
H 2.78 2.23 -1.22 0.0753
O 2.83 1.44 -0.64 -0.0392
```

Lowest unoccupied orbital energy (spin up / spin down) (eV): -3.6054 / -9.4499
⟨S²⟩: 0.779
Charge: +1
Highest occupied orbital energy (spin up / spin down) (eV): -15.2 / -15.1
Orbital gap (spin up / spin down) (Eh): 0.42436 / 0.20893
Multiplicity: 2


# 4
C2HBrF2 | ωB97M-V with the def2-TZVPD basis set

```
6
Properties=species:S:1:pos:R:3:lowdin_charge:R:1
F -0.25 -2.26 -0.13 0.1033
C 0.59 -1.29 0.07 -0.2132
C 1.31 -0.34 -0.08 -0.5991
Br 2.41 1.15 -0.17 0.7051
F -1.93 1.34 0.57 -0.0075
H -2.14 1.40 -0.26 0.0112
```

Lowest unoccupied orbital energy (eV): 0.5341
SMILES: FC#CBr.F
Highest occupied orbital energy (eV): -10.1
Orbital gap (Eh): 0.38993


# 5
C36H28BCl4N6O2Pd | ωB97M-V with the def2-TZVPD basis set

```
78
Properties=species:S:1:pos:R:3:lowdin_charge:R:1
Pd -0.33 -0.16 -0.04 1.0962
C -3.58 -0.53 4.17 -0.0062
C -3.25 -0.52 2.72 -0.2414
C -4.10 -0.58 1.63 0.0547
C -3.29 -0.56 0.50 -0.2085
N -2.02 -0.47 0.90 -0.0340
N -1.99 -0.45 2.25 0.0530
B -0.65 -0.36 3.04 -0.4598
N 0.28 -1.49 2.53 0.0489
N 0.48 -1.64 1.20 0.0152
C 1.36 -2.60 0.99 -0.2252
C 1.76 -3.11 2.23 0.0541
C 1.06 -2.39 3.18 -0.2445
C 1.08 -2.50 4.67 -0.0055
C 1.81 -2.85 -0.39 -0.1743
C 0.88 -2.95 -1.42 -0.0509
C 1.29 -2.97 -2.74 -0.0744
C 2.64 -2.91 -3.05 -0.0798
C 3.58 -2.84 -2.03 -0.0803
C 3.17 -2.81 -0.70 -0.0258
N -0.02 1.03 2.76 0.0346
N 0.11 1.44 1.48 0.0504
C 0.73 2.62 1.49 -0.2369
C 1.02 2.98 2.81 0.0464
C 0.52 1.96 3.59 -0.2535
C 0.53 1.80 5.08 -0.0086
C 1.06 3.23 0.19 -0.1710
C 0.10 3.28 -0.83 -0.0454
C 0.45 3.72 -2.10 -0.0806
C 1.75 4.12 -2.37 -0.0837
C 2.70 4.10 -1.35 -0.0782
C 2.36 3.65 -0.08 -0.0261
C -3.67 -0.61 -0.92 -0.1725
C -4.74 0.15 -1.38 -0.0220
C -5.13 0.08 -2.71 -0.0648
C -4.45 -0.74 -3.59 -0.0735
C -3.38 -1.51 -3.14 -0.0770
C -3.00 -1.44 -1.81 -0.0557
H -4.66 -0.57 4.29 0.0880
H -3.22 0.37 4.66 0.0880
H -3.15 -1.39 4.67 0.0892
H -5.18 -0.67 1.65 0.1253
H -0.85 -0.50 4.21 0.1178
H 2.46 -3.91 2.42 0.1209
H 1.79 -3.26 4.96 0.0875
H 0.10 -2.77 5.06 0.0901
H 1.38 -1.56 5.13 0.0760
H -0.18 -3.02 -1.17 0.0975
H 0.55 -3.06 -3.53 0.1111
H 2.96 -2.93 -4.08 0.1102
H 4.64 -2.81 -2.26 0.1112
H 3.90 -2.72 0.09 0.1237
H 1.49 3.89 3.16 0.1182
H 1.03 2.66 5.53 0.0866
H 1.07 0.90 5.38 0.0747
H -0.48 1.74 5.48 0.0860
H -0.91 2.97 -0.61 0.1157
H -0.31 3.77 -2.87 0.1135
H 2.02 4.48 -3.35 0.1103
H 3.71 4.43 -1.55 0.1110
H 3.10 3.61 0.70 0.1216
H -5.27 0.80 -0.69 0.1191
H -5.97 0.68 -3.05 0.1093
H -4.76 -0.80 -4.63 0.1080
H -2.86 -2.16 -3.83 0.1073
H -2.18 -2.06 -1.46 0.0895
Cl 2.24 1.29 -6.39 0.7796
C 1.97 0.96 -4.74 -0.6668
C 3.15 0.94 -3.84 -0.6669
Cl 4.67 1.25 -4.52 0.7876
C 3.04 0.69 -2.52 -0.6363
Cl 4.36 0.68 -1.45 0.8106
C 1.73 0.43 -1.97 -0.2906
O 1.53 0.15 -0.80 -0.0139
C 0.50 0.48 -2.88 -0.3255
O -0.58 0.31 -2.36 0.0570
C 0.71 0.75 -4.29 -0.6327
Cl -0.67 0.79 -5.28 0.7971
```

Lowest unoccupied orbital energy (spin up / spin down) (eV): -5.4929 / -5.4930
Charge: +1
Highest occupied orbital energy (spin up / spin down) (eV): -11.1 / -11.1
Orbital gap (spin up / spin down) (Eh): 0.20703 / 0.20710


# 6
C2H9N3O | ωB97M-V with the def2-TZVPD basis set

```
15
Properties=species:S:1:pos:R:3:lowdin_charge:R:1
C -1.64 0.20 -0.32 -0.1158
C 2.05 -0.40 0.42 -0.0263
N -1.70 -0.35 0.82 0.1318
N -2.96 0.57 -0.77 0.1574
N 3.03 -0.30 -0.61 0.1652
O 2.48 0.40 1.37 0.1353
H -2.50 -0.60 1.39 0.1417
H -0.87 -0.71 1.32 0.1227
H -3.81 0.60 -0.11 0.2136
H -3.08 -0.01 -1.61 0.1812
H -2.83 1.46 -1.24 0.1576
H 3.84 0.47 -0.58 0.2474
H 3.52 -1.11 -0.44 0.1218
H 2.63 -0.32 -1.65 0.2443
H 1.81 0.11 2.00 0.1220
```

Lowest unoccupied orbital energy (eV): -8.0370
Charge: +2
Highest occupied orbital energy (eV): -17.8
Orbital gap (Eh): 0.35800


What did the second record say?
C5H8O | ωB97M-V with the def2-TZVPD basis set

```
14
Properties=species:S:1:pos:R:3:lowdin_charge:R:1
O -0.08 -1.94 0.24 -0.0713
C -1.12 -0.98 0.29 -0.2496
C -0.63 0.45 0.05 -0.2846
C 0.57 0.80 0.91 -0.0698
C 1.42 0.82 -0.12 -0.0689
C 0.35 0.58 -1.16 -0.1293
H 0.66 -1.56 0.74 0.0788
H -1.84 -1.27 -0.49 0.1213
H -1.64 -1.02 1.26 0.1163
H -1.47 1.15 0.07 0.1386
H 0.69 0.93 1.99 0.1052
H 2.50 0.94 -0.20 0.0976
H 0.44 -0.33 -1.77 0.1094
H 0.15 1.44 -1.81 0.1063
```

Lowest unoccupied orbital energy (eV): 1.0830
SMILES: OC[C@H]1C=CC1
Highest occupied orbital energy (eV): -9.7
Orbital gap (Eh): 0.39790